The following is a DFT calculation (ωB97M-V/def2-TZVPD) of a molecular structure, C6H6N2.

The geometry in XYZ format:
```
14
Properties=species:S:1:pos:R:3:forces:R:3
C 2.1746 -0.3563 -0.1353 -1.50 0.45 2.06
C 0.3173 2.0073 -0.3722 -0.37 -3.38 2.58
C -0.8743 1.3487 -0.2581 3.39 0.23 -1.78
C 1.0528 0.3520 0.4023 -2.96 2.91 -3.00
C -0.4351 -0.0209 0.1174 1.13 0.99 0.77
C -0.9818 -1.2955 -0.4145 2.10 -0.50 0.53
N 3.0738 -1.0397 -0.3046 1.07 -0.59 -0.79
N 0.0864 0.1856 1.4711 0.61 -1.34 1.11
H 0.7495 3.0076 -0.3493 -0.27 -0.35 -0.33
H -1.8440 1.5203 -0.5889 -1.67 1.05 -0.23
H -1.1099 -2.0235 0.3415 0.50 -0.94 1.12
H -0.4077 -1.7504 -1.2134 0.38 0.12 -0.11
H -1.9436 -1.2635 -0.7441 -2.84 0.98 -1.27
H 0.1418 -0.6716 2.0480 0.42 0.38 -0.65
```
Forces are in eV/Å.

* lowest unoccupied orbital energy: 0.6 eV
* HOMO: -9.11 eV
* E_tot: -9293.715 eV